*A*
2 unconnected molecules or ions with the total composition C3H10N2S. Source: the Open Molecules 2025 dataset; level of theory: the ωB97M-V functional and the def2-TZVPD basis.

```
16
Properties=species:S:1:pos:R:3
C -1.812 2.849 0.243
S -0.982 1.451 1.006
C 0.909 1.495 0.528
H -1.339 3.835 0.616
H -1.714 2.659 -0.826
H -2.941 3.055 0.433
H 1.002 0.795 -0.245
H 1.346 0.819 1.378
H 1.560 2.427 0.521
N 1.875 -2.163 -0.377
C 0.611 -2.357 -0.878
N 0.348 -3.401 -1.609
H 2.000 -2.006 0.551
H 2.458 -2.880 -0.795
H -0.215 -1.666 -0.778
H -0.250 -3.230 -2.411
```

As for the expectation value of S²: 0.753. The total charge is +1. As for the multiplicity: 2. For the orbital gap (alpha / beta), the calculation gives 7.86 / 3.24 eV.

*B*
2 unconnected molecules or ions with the total composition C3H10N2S. Source: the Open Molecules 2025 dataset; level of theory: the ωB97M-V functional and the def2-TZVPD basis.

```
16
Properties=species:S:1:pos:R:3
C 1.285 1.360 2.825
C 1.992 0.067 2.469
S 1.700 -1.211 3.676
H 1.683 1.824 3.721
H 0.204 1.308 2.758
H 1.534 2.081 2.040
H 3.057 0.203 2.236
H 1.649 -0.375 1.525
N -1.552 0.176 -4.141
C -2.414 -0.446 -3.280
N -2.005 -1.265 -2.412
H -0.747 -0.424 -4.260
H -1.969 0.337 -5.052
H -3.434 -0.056 -3.341
H -2.624 -1.295 -1.618
H 1.640 -2.285 2.853
```

As for the expectation value of S²: 0.753. The total charge is +1. As for the multiplicity: 2. For the orbital gap (alpha / beta), the calculation gives 7.43 / 2.37 eV.

*C*
A molecular structure, C3H10N2S. Source: the Open Molecules 2025 dataset; level of theory: the ωB97M-V functional and the def2-TZVPD basis.

```
16
Properties=species:S:1:pos:R:3
C -1.953 1.054 0.085
C -2.237 -0.450 -0.140
S -0.747 -1.498 0.042
H -1.521 1.225 1.172
H -1.226 1.415 -0.685
H -2.895 1.644 0.006
H -2.971 -0.820 0.586
H -2.678 -0.618 -1.116
N 2.529 -1.192 0.576
C 2.475 -0.024 -0.127
N 1.349 0.422 -0.626
H 1.639 -1.589 0.777
H 3.241 -1.231 1.286
H 3.423 0.590 -0.190
H 1.356 1.252 -1.290
H 0.215 -0.181 -0.357
```

As for the expectation value of S²: 0.753. The total charge is +1. As for the multiplicity: 2. For the orbital gap (alpha / beta), the calculation gives 11.43 / 7.04 eV.

Energies relative to the most stable structure, in kcal/mol: *A* 55.7; *B* 30.9; *C* 0.0.

*A*
A gas-phase ion, C9H13N5S (charge +2). Source: the Open Molecules 2025 dataset; level of theory: the ωB97M-V functional and the def2-TZVPD basis.

```
28
Properties=species:S:1:pos:R:3
C 0.899 0.976 0.194
C 1.970 -1.262 0.121
C -0.404 -0.889 0.148
C 2.129 0.154 0.105
C -3.990 -0.719 -0.465
C 4.392 1.130 -0.360
C -2.728 -0.478 -0.252
C -1.982 -2.750 0.141
C -0.096 3.195 0.254
N -0.265 0.396 0.177
N 3.252 0.752 0.038
N 0.685 -1.721 0.149
N -1.677 -1.404 -0.069
N 1.062 2.397 0.306
S 3.320 -2.260 -0.014
H -4.693 0.163 -0.451
H -4.367 -1.692 -0.611
H 5.208 1.498 0.349
H 4.347 1.202 -1.461
H -2.296 0.466 0.009
H -2.967 -2.819 -0.069
H -1.631 -3.383 -0.669
H -1.611 -3.099 1.129
H -0.109 3.902 1.078
H -0.938 2.598 0.381
H -0.109 3.666 -0.690
H 0.609 -2.767 0.451
H 1.991 2.748 0.083
```

The total charge is +2. For the orbital gap (alpha / beta), the calculation gives 5.29 / 5.29 eV.

*B*
A gas-phase ion, C9H13N5S (charge +2). Source: the Open Molecules 2025 dataset; level of theory: the ωB97M-V functional and the def2-TZVPD basis.

```
28
Properties=species:S:1:pos:R:3
C 0.602 -0.121 1.915
C -1.361 -0.581 0.580
C 0.749 0.433 -0.250
C -0.753 -0.743 1.875
C 3.641 1.402 -1.963
C -0.182 -1.356 3.959
C 2.729 1.173 -1.029
C -3.405 -0.971 -0.824
C 0.771 1.096 -2.519
N 1.261 0.448 0.974
N -1.107 -1.412 2.905
N -0.558 -0.068 -0.412
N -2.617 -0.889 0.348
N 1.418 0.843 -1.256
S 1.213 -0.282 3.518
H 4.589 1.814 -1.843
H 3.483 1.586 -3.009
H -0.577 -1.025 4.849
H 0.041 -2.348 4.113
H 2.953 1.335 0.012
H -4.362 -0.320 -0.724
H -2.772 -0.729 -1.685
H -3.716 -2.064 -0.861
H 1.533 1.598 -3.058
H 0.526 0.137 -3.085
H -0.052 1.901 -2.398
H -0.893 0.052 -1.300
H -3.153 -0.907 1.165
```

The total charge is +2. For the orbital gap, the calculation gives 6.63 eV.

Energies relative to the most stable structure, in kcal/mol: *A* 35.3; *B* 0.0.

*A*
A single C4H7O2P molecule. Source: the Open Molecules 2025 dataset; level of theory: the ωB97M-V functional and the def2-TZVPD basis.

```
14
Properties=species:S:1:pos:R:3
C 2.718 0.663 0.060
C 1.758 0.246 1.112
C -0.577 0.109 -1.104
C -1.080 -0.330 1.607
O 2.795 1.755 -0.434
O 1.881 -0.411 2.050
P -0.099 0.842 0.565
H 3.250 -0.240 -0.274
H 0.261 0.003 -1.822
H -1.137 0.842 -1.581
H -1.137 -0.805 -0.855
H -2.054 0.155 1.661
H -0.777 -0.437 2.739
H -1.171 -1.295 1.046
```

For the orbital gap, the calculation gives 7.98 eV.

*B*
2 unconnected molecules or ions with the total composition C4H7O2P. Source: the Open Molecules 2025 dataset; level of theory: the ωB97M-V functional and the def2-TZVPD basis.

```
14
Properties=species:S:1:pos:R:3
C -1.054 -1.029 0.536
C 0.258 -1.415 0.656
C -1.345 0.306 -0.156
C 0.007 0.940 -0.362
O 2.620 0.124 0.004
O 0.383 1.828 0.642
P 1.261 -0.281 -0.386
H -1.967 -1.510 0.889
H 0.795 -2.266 1.059
H -1.739 -0.065 -1.106
H -1.824 1.009 0.559
H 0.243 1.715 -1.731
H 1.232 1.537 0.958
H 1.129 -0.892 -1.563
```

For the orbital gap, the calculation gives 10.62 eV.

Energies relative to the most stable structure, in kcal/mol: *A* 0.0; *B* 13.5.

*A*
3 unconnected molecules or ions with the total composition C3H11NO3. Source: the Open Molecules 2025 dataset; level of theory: the ωB97M-V functional and the def2-TZVPD basis.

```
18
Properties=species:S:1:pos:R:3
C 0.174 -0.483 2.311
N 0.062 0.153 1.039
C -1.232 0.433 0.504
C 1.231 0.796 0.469
O -0.755 -1.074 2.763
H 1.148 -0.373 2.813
H -1.156 0.758 -0.520
H -1.703 1.219 1.109
H -1.887 -0.425 0.615
H 1.406 1.708 1.050
H 1.033 1.043 -0.574
H 2.093 0.146 0.511
H -0.862 1.106 -3.722
H 0.575 0.706 -3.570
O -0.044 1.396 -3.300
H 1.138 -0.935 -1.791
H 0.245 -2.165 -1.671
O 0.287 -1.287 -2.067
```

As for the expectation value of S²: 0.764. The total charge is +1. As for the multiplicity: 2. For the orbital gap (alpha / beta), the calculation gives 10.56 / 6.09 eV.

*B*
3 unconnected molecules or ions with the total composition C3H11NO3. Source: the Open Molecules 2025 dataset; level of theory: the ωB97M-V functional and the def2-TZVPD basis.

```
18
Properties=species:S:1:pos:R:3
C -1.221 1.353 -1.084
N -0.524 0.359 -0.279
C -0.630 -1.029 -0.533
C 0.504 -1.801 0.082
O 0.601 -2.989 -0.303
H -0.600 2.379 -1.037
H -1.168 1.165 -2.156
H -2.258 1.662 -0.923
H 0.555 0.686 -0.254
H -0.704 -1.263 -1.603
H -1.753 -1.477 -0.119
H 0.977 -1.436 1.030
H 3.681 0.840 0.395
H 2.816 -0.016 -0.559
O 2.855 0.866 -0.168
H -1.573 -0.235 2.910
H -0.646 0.514 1.836
O -0.912 0.423 2.766
```

As for the expectation value of S²: 0.755. The total charge is +1. As for the multiplicity: 2. For the orbital gap (alpha / beta), the calculation gives 10.48 / 6.11 eV.

Energies relative to the most stable structure, in kcal/mol: *A* 0.0; *B* 50.8.

*A*
A single C2H4F3N molecule. Source: the Open Molecules 2025 dataset; level of theory: the ωB97M-V functional and the def2-TZVPD basis.

```
10
Properties=species:S:1:pos:R:3
C 0.282 0.379 0.306
C -1.115 -0.601 0.120
N 1.395 -0.001 -0.456
F -0.215 1.678 0.203
F -1.447 -0.525 -1.227
F -2.056 0.009 0.908
H 0.371 0.109 1.469
H -0.833 -1.671 0.376
H 1.317 0.052 -1.432
H 2.303 0.570 -0.267
```

For the orbital gap, the calculation gives 11.83 eV.

*B*
3 unconnected molecules or ions with the total composition C2H4F3N. Source: the Open Molecules 2025 dataset; level of theory: the ωB97M-V functional and the def2-TZVPD basis.

```
10
Properties=species:S:1:pos:R:3
C 0.122 0.712 -0.056
C 0.018 -0.406 -0.947
N 0.375 -1.522 -1.106
F -0.697 -2.743 1.233
F 0.203 -2.447 -2.015
F 1.438 -2.514 -0.009
H 0.899 1.376 -0.434
H -0.822 1.256 -0.039
H 0.373 0.396 0.960
H 0.195 -2.847 0.904
```

For the orbital gap (alpha / beta), the calculation gives 9.65 / 9.65 eV.

Energies relative to the most stable structure, in kcal/mol: *A* 0.0; *B* 108.3.

*A*
2 unconnected molecules or ions with the total composition C2H9OS. Source: the Open Molecules 2025 dataset; level of theory: the ωB97M-V functional and the def2-TZVPD basis.

```
13
Properties=species:S:1:pos:R:3
O -0.407 -1.517 1.148
H -1.102 -2.170 0.988
H 0.201 -2.021 1.709
H 1.531 0.150 0.817
C 0.891 -0.031 -1.348
S 0.840 1.061 0.104
C -0.966 1.306 0.343
H 1.696 -0.742 -1.202
H -0.061 -0.499 -1.572
H 1.109 0.586 -2.214
H -1.393 0.326 0.526
H -1.259 1.725 -0.588
H -1.078 1.824 1.289
```

The total charge is +1. For the orbital gap, the calculation gives 12.13 eV.

*B*
2 unconnected molecules or ions with the total composition C2H9OS. Source: the Open Molecules 2025 dataset; level of theory: the ωB97M-V functional and the def2-TZVPD basis.

```
13
Properties=species:S:1:pos:R:3
O 2.101 -0.938 -0.037
H 2.319 -0.179 0.551
H 2.435 -1.745 0.480
H -0.164 -0.895 -1.582
C -0.092 1.217 -1.002
S -1.014 -0.398 -0.668
C -1.460 -0.405 1.148
H -0.687 2.126 -1.205
H 0.463 1.460 -0.106
H 0.749 1.131 -1.782
H -1.073 0.583 1.430
H -1.080 -1.331 1.653
H -2.497 -0.626 1.119
```

The total charge is +1. For the orbital gap, the calculation gives 10.39 eV.

Energies relative to the most stable structure, in kcal/mol: *A* 0.0; *B* 34.0.